Density functional theory data (wB97M-V/def2-TZVPD) for a structure of composition C12H24AlN7Se at a distorted geometry.

Geometry as XYZ:
```
45
Properties=species:S:1:pos:R:3
Al -0.369 -0.785 0.128
C 1.999 -0.915 2.562
C 0.584 -1.162 3.009
N -0.340 -0.406 2.156
C -0.441 1.023 2.495
C 0.206 1.858 1.388
N -0.310 1.387 0.106
C 0.221 2.061 -1.098
C -0.539 1.815 -2.409
C -0.991 0.385 -2.698
N -0.214 -0.630 -1.965
C 1.195 -0.768 -2.361
C 2.028 -1.407 -1.272
N 1.766 -0.672 0.012
C 2.353 -1.403 1.156
H 2.675 -1.413 3.238
H 2.195 0.186 2.604
H 0.471 -0.825 4.049
H 0.306 -2.208 2.975
H -1.275 -0.843 2.227
H 0.020 1.230 3.468
H -1.519 1.284 2.522
H 1.285 1.729 1.395
H 0.020 2.932 1.562
H -1.316 1.512 0.116
H 1.254 1.768 -1.218
H 0.267 3.135 -0.893
H 0.239 2.139 -3.120
H -1.423 2.495 -2.491
H -0.902 0.227 -3.787
H -2.032 0.275 -2.339
H -0.660 -1.547 -2.010
H 1.561 0.253 -2.586
H 1.357 -1.372 -3.274
H 3.087 -1.347 -1.563
H 1.756 -2.437 -1.138
H 2.193 0.245 -0.100
H 3.464 -1.383 1.078
H 2.041 -2.431 1.038
N -2.303 -0.301 0.244
C -3.445 -0.460 -0.001
N -4.677 -0.688 -0.187
C -5.328 0.031 -1.149
N -5.947 0.546 -1.972
Se -0.510 -3.114 0.101
```

Summary:
Highest occupied orbital energy: -0.228 Eh
Net charge: 0
HOMO-LUMO gap: 6.09 eV